Molecular formula: H39O19
Method: DFT, ωB97M-V with the def2-TZVPD basis set

Atoms and positions in Å:
O1 -1.09342 -0.20289 3.74361
O2 3.47315 0.63729 0.39842
O3 3.06320 2.75793 0.11703
O4 -1.41005 3.42042 1.33030
O5 -2.86067 1.08108 3.23539
O6 2.05746 0.18442 -2.97539
O7 -4.28549 -1.29613 -1.54428
O8 0.07605 0.01153 -0.95947
O9 1.21908 -2.31754 -0.20154
O10 -1.42635 -2.11100 1.20836
O11 3.33129 -1.37213 2.26282
O12 -1.96201 -2.98019 -1.32554
O13 3.69752 -2.94898 0.08598
O14 -3.24127 2.52140 -0.11677
O15 -0.45100 1.71750 -2.87981
O16 -0.56202 -0.92445 -3.47676
O17 4.01014 1.49742 -1.87907
O18 0.88095 1.40232 1.83995
O19 -4.14361 -1.02930 1.23432
H1 1.76368 -0.33285 -3.67581
H2 3.35929 -1.89973 1.43816
H3 4.06817 0.13668 1.03444
H4 3.80596 1.06868 -0.83867
H5 2.97067 1.45626 -2.05869
H6 -2.92965 3.26722 0.33142
H7 3.95960 2.50770 0.51414
H8 -3.37599 1.78920 3.22846
H9 0.37908 1.11170 2.64358
H10 1.34026 0.23968 -2.42783
H11 -1.84059 -3.28409 -2.24970
H12 3.24583 -2.32778 -0.63642
H13 -1.05685 1.33968 -2.14831
H14 0.45352 -2.27562 0.53254
H15 -0.56985 0.42587 -0.34084
H16 -0.71548 -0.02509 -3.74795
H17 -0.44779 -0.79116 -1.02954
H18 4.25428 0.71678 -2.47049
H19 -2.72061 2.40908 -0.81197
H20 -2.48547 -2.09578 -1.35150
H21 -1.84693 3.97505 1.92673
H22 -1.62402 -1.71182 1.96805
H23 -0.54225 3.69523 1.05955
H24 -1.50416 -3.21156 1.16478
H25 -1.37929 0.40359 4.44687
H26 -3.45505 -1.29143 0.67171
H27 -5.12399 -1.28430 -0.98184
H28 3.98597 -2.04927 2.63593
H29 -1.05386 -1.09254 -2.72737
H30 -2.66713 0.89754 2.34828
H31 3.24381 -3.77170 0.09234
H32 -0.90517 2.10809 -3.73287
H33 0.08727 1.66040 1.47637
H34 0.81608 -3.02718 -0.82725
H35 2.49318 2.42067 0.74509
H36 -4.49526 -0.29175 0.99253
H37 -0.39666 -0.75428 3.72765
H38 -4.61035 -0.88609 -2.38735
H39 2.53594 0.38542 0.68539

Forces on atoms 1 to 6 (eV/Å):
O -3.27 2.39 -1.49
O 0.14 -3.71 1.57
O 3.23 3.09 -1.28
O 0.66 -2.08 -1.27
O 2.03 -3.09 1.87
O 3.99 1.10 -0.21

Properties
- calculated total energy (Eh) = -1452.4891
- spin multiplicity = 1
- HOMO level (eV) = -13.44
- charge = +1
- energy relative to the best compared isomer or geometry (same formula, charge and spin) (eV) = 6.7774
- max |F| (eV/A) = 9.013